(1)
ORCA calculation (ωB97M-V/def2-TZVPD) on C6H10N2 in the gas phase.

Geometry (Å):
C 0.8738 -1.0621 -0.8758
N 1.3428 0.6635 1.6386
H 0.1375 -2.4255 0.6506
C 0.7207 1.8213 -0.9205
H 2.1964 1.0929 1.2862
H -1.8768 1.0187 -0.0071
H 0.7847 -1.4542 -1.8937
H 0.1375 2.3496 -1.6658
C 0.6576 0.4872 -0.9031
H 1.8864 -1.3072 -0.5194
C -1.9130 0.1501 0.6620
N -0.5836 -0.4499 0.8321
H 1.3802 2.4223 -0.2966
H -2.2911 0.4994 1.6275
C -0.2499 -1.6189 0.0161
H -1.1020 -1.9863 -0.5628
C 0.5398 0.3579 0.6791
H -2.6411 -0.5587 0.2525

Forces on atoms 1 to 2 (eV/Å):
C -0.7574 -0.0092 -3.5493
N -1.5415 -0.5688 -0.9369

Properties
- HOMO energy (eV) = -8.0119
- energy above the lowest of the compared OMol25 structures with the same formula, charge and spin (kJ/mol) = 486.2
- Kohn-Sham gap (Ha) = 0.320
- structure (SMILES) = [H]/N=C1\C(=C)CCN1C
- LUMO level (eV) = 0.70

(2)
ORCA calculation (ωB97M-V/def2-TZVPD) on a gas-phase ion, C5H10NO (charge +1).

Geometry (Å):
H 1.6071 -2.0778 -1.0755
H -1.1928 1.2799 0.4236
C -0.4835 -1.1552 1.5511
H -0.1341 -2.0208 2.2057
C -0.6009 1.9783 -1.5759
C 1.3216 -1.9500 -0.0635
H -0.5770 1.5238 -2.5391
H -1.4920 -1.3088 1.3443
H 0.2735 2.6020 -1.4266
O -0.2934 -0.0009 2.3092
H 0.9067 -0.2488 -1.4733
N 0.4972 -1.0219 0.3143
C 0.2191 -0.0296 -0.5749
H 0.3226 0.0838 3.0425
H -1.5209 2.6978 -1.3812
C -0.4893 1.0974 -0.4215
H 1.4151 -2.7651 0.6448

Forces on atoms 1 to 2 (eV/Å):
H 0.8514 0.4951 -0.6809
H 1.1986 -0.1644 -0.3634

Properties
- charge = +1
- HOMO energy (eV) = -13.8877
- energy above the lowest of the compared OMol25 structures with the same formula, charge and spin (kJ/mol) = 329.6
- Kohn-Sham gap (Ha) = 0.315
- structure (SMILES) = C=[N+](/C=C/C)CO
- LUMO level (eV) = -5.31

(3)
ORCA calculation (ωB97M-V/def2-TZVPD) on 3 unconnected molecules or ions with the total composition C3H12NO3.

Geometry (Å):
H -0.1793 -0.1646 -0.2580
O 2.0161 0.3559 -0.7225
C 2.2313 -0.4913 0.0970
H 3.2905 -0.5222 0.4369
H -0.3461 3.2081 -0.7279
C -0.1421 -1.1268 0.2534
N -1.2952 -1.0790 1.2686
H 0.5557 2.1622 -1.2269
H -1.7634 1.2488 -1.0439
H 1.1140 -0.6267 1.8082
C 1.1988 -1.2780 0.9227
H -0.3271 -1.9301 -0.4500
O -0.3089 2.2502 -0.7865
O -2.5388 0.6675 -0.8324
H -3.2240 1.0041 -1.4393
H -1.7613 -1.9526 1.5208
H -1.9935 -0.4846 0.8073
H 1.5682 -2.2707 1.1377
H -1.0389 -0.6292 2.1436

Forces on atoms 1 to 2 (eV/Å):
H -0.0286 -0.1922 0.0390
O -1.0673 -0.2701 -0.4690

Properties
- charge = +1
- HOMO energy (eV) = -13.9573
- energy above the lowest of the compared OMol25 structures with the same formula, charge and spin (kJ/mol) = 49.0
- Kohn-Sham gap (Ha) = 0.392
- LUMO level (eV) = -3.30

(4)
ORCA calculation (ωB97M-V/def2-TZVPD) on 2 unconnected molecules or ions with the total composition C4H9NO.

Geometry (Å):
C 0.7816 0.0112 -2.4444
H -3.4125 -0.6983 1.6674
C -0.1049 -0.4597 1.9014
H -0.1164 -1.5794 1.9091
N -1.4908 0.0461 1.7501
H -0.2134 0.3924 -2.7326
C 1.7687 0.8313 -1.9585
H -2.1046 -1.6852 2.6133
H 0.6636 -0.2494 2.7075
H 0.9077 2.7282 -2.2247
O 1.5729 2.1930 -1.7935
H 2.6648 0.3919 -1.5982
C -2.4032 -0.7771 2.0385
H 1.1546 -1.0046 -2.7107
H 0.3319 -0.1405 0.8752

Forces on atoms 1 to 2 (eV/Å):
C 2.1911 0.5955 0.0765
H -0.3325 0.5142 0.3157

Properties
- HOMO energy (eV) = -8.9866
- energy above the lowest of the compared OMol25 structures with the same formula, charge and spin (kJ/mol) = 369.5
- Kohn-Sham gap (Ha) = 0.367
- structure (SMILES) = C=CO.C=NC
- LUMO level (eV) = 0.99

(5)
ORCA calculation (ωB97M-V/def2-TZVPD) on a molecular structure, C20H32N3OPSSiTi.

Geometry (Å):
H 3.7010 -0.6370 -1.2273
H -0.2605 0.1023 -3.8998
H -3.2807 1.1639 -1.0302
C -2.1708 -3.4857 1.8032
H 4.2233 -1.2682 0.3878
C 1.6274 3.0317 -0.9042
H -2.7862 0.6130 1.8022
H -0.6436 1.7911 0.8409
H -4.0282 -1.0372 -0.5168
H -2.2688 -3.5686 -1.1829
C 3.3447 3.4676 0.7894
H -1.0819 -1.7069 3.7794
C 3.7353 -1.5424 -0.5866
P -2.1614 -2.0900 0.6453
H -4.3327 -1.1541 1.2579
H 2.4151 0.4991 2.2429
C 2.9767 1.4255 2.0766
H -0.2348 -0.0986 3.9115
H 2.7627 -3.2569 1.3869
C -3.4556 1.2181 -4.4561
C -3.0275 1.0374 -2.0910
Ti 0.1718 0.5094 0.0387
H 5.4051 3.3970 3.4724
H 4.3328 -2.3115 -1.0879
C 4.2876 3.9215 1.7011
H 0.6748 3.9345 -2.4675
H -2.0323 -0.1965 4.1669
C -1.6922 0.6816 -2.3990
C 2.0185 -3.1971 0.5680
N -0.7834 0.6838 -1.4134
Si -1.5417 -0.2658 1.7618
O 1.3986 -1.1339 -0.4347
H -0.5629 -3.1224 -0.8427
N 0.7025 3.1093 -1.8704
C -3.8875 1.3415 -3.1312
H -4.1338 1.4742 -5.2637
H -0.0848 1.2997 1.5587
C -2.1651 0.7645 -4.7539
C 3.9736 1.8623 2.9663
N 1.7148 2.0169 -0.0204
H -1.1764 -3.9580 1.8161
H 0.0861 2.3009 -2.0325
H -4.8860 1.6886 -2.8799
H -1.8317 0.6660 -5.7820
H 0.9970 -3.0784 1.0205
H -2.9189 -4.1987 1.4233
H -2.4447 -3.1611 2.8182
S 2.7134 4.3626 -0.6017
H 4.2257 1.2328 3.8193
C -1.2841 0.4517 -3.7354
H -4.4448 -2.6372 0.2269
C 2.3423 -2.0291 -0.3021
H 2.0540 -4.1330 -0.0023
C -3.9230 -1.6769 0.3770
C 2.6980 2.2355 0.9684
C 4.6264 3.0856 2.7770
C -1.1704 -0.6153 3.6027
H 4.7231 4.9019 1.5449
H -1.6465 -1.9722 -1.7106
C -1.5897 -2.7387 -0.9260

Forces on atoms 1 to 2 (eV/Å):
H -0.0982 -0.6016 0.4647
H -0.3469 0.2112 -0.0311

Properties
- HOMO energy (spin up / spin down) (eV) = -4.3515 / -4.0753
- Kohn-Sham gap (spin up / spin down) (Ha) = 0.159 / 0.132
- LUMO level (spin up / spin down) (eV) = -0.03 / -0.48